Record 1
19
Properties=species:S:1:pos:R:3:forces:R:3:nbo_charge:R:1 method="wB97M-V/def2-TZVPD" smiles="CC(=O)N(C)CCO" multiplicity=1 fmax_ev_per_a=5.354 e_above_lowest_kcal_mol=74.9 total_energy_ha=-402.2587 charge=0 homo_lumo_gap_ev=9.90 lumo_ev=0.85
C -2.136 0.720 -1.735 1.2 -1.2 3.8 -0.70
C -0.915 -0.218 -1.251 -1.3 2.7 0.1 0.75
O -0.878 -1.345 -1.606 0.6 -1.3 -0.1 -0.55
N -0.049 0.377 -0.205 -0.5 -0.9 1.3 -0.53
C 1.356 0.759 -0.604 -2.5 -1.3 -4.6 -0.41
C -0.136 -0.556 1.013 0.8 -2.7 -3.8 -0.28
C 0.456 0.034 2.183 3.9 2.8 0.9 -0.11
O 1.945 0.127 1.926 0.0 -2.9 0.4 -0.75
H -2.642 0.273 -2.532 -0.4 -0.5 -1.5 0.22
H -1.778 1.723 -1.881 -0.2 0.4 -0.1 0.23
H -2.879 0.641 -0.835 1.4 0.6 -1.4 0.23
H 1.854 -0.097 -1.214 -0.4 1.2 1.4 0.18
H 1.188 1.562 -1.362 0.1 -0.5 0.2 0.19
H 1.940 1.228 0.104 0.9 0.2 1.8 0.24
H -1.076 -1.099 1.112 -0.7 1.1 0.1 0.23
H 0.440 -1.539 0.680 -0.3 1.7 0.9 0.18
H 0.384 1.141 2.286 -1.2 -0.7 -0.2 0.21
H 0.344 -0.357 3.181 -0.6 -0.8 0.0 0.20
H 2.284 -0.808 1.699 -0.8 2.1 0.6 0.46


Record 2
107
Properties=species:S:1:pos:R:3:forces:R:3:lowdin_charge:R:1 method="wB97M-V/def2-TZVPD" multiplicity=1 fmax_ev_per_a=0.899 e_above_lowest_kcal_mol=0.0 total_energy_ha=-4309.4515 charge=+1 homo_lumo_gap_ev=7.84 lumo_ev=-2.89
Tl -1.007 -0.416 1.020 0.0 0.1 -0.3 0.73
N -1.550 3.823 -0.185 0.0 -0.2 0.1 0.10
C -1.349 2.782 0.665 0.0 0.2 -0.2 -0.85
S -2.641 1.612 0.829 0.1 -0.1 -0.1 0.66
N -0.215 2.739 1.296 0.0 0.0 -0.1 0.02
N 0.004 1.568 1.948 0.0 -0.1 -0.1 -0.04
C 0.375 1.551 3.165 0.1 0.1 0.3 -0.16
C 0.496 2.761 4.028 0.0 -0.1 -0.1 -0.18
C 1.243 3.865 3.628 0.1 0.0 0.0 -0.03
C 1.281 5.001 4.424 0.0 0.0 0.0 -0.06
C 0.558 5.051 5.609 0.0 0.0 0.0 -0.07
C -0.189 3.952 6.011 0.0 0.0 0.0 -0.07
C -0.212 2.807 5.227 0.0 0.0 0.0 -0.04
C 0.645 0.198 3.732 0.1 0.1 0.0 -0.21
C 1.434 0.031 4.856 0.1 0.0 0.1 0.02
C 1.706 -1.254 5.301 0.1 0.1 0.1 -0.01
C 1.185 -2.335 4.613 0.0 -0.1 0.0 -0.02
C 0.397 -2.084 3.506 -0.1 0.1 -0.1 -0.11
N 0.130 -0.849 3.088 -0.2 -0.2 0.1 0.02
H -2.487 4.058 -0.448 -0.1 0.0 -0.1 0.09
H -0.857 4.551 -0.199 0.0 0.0 0.0 0.11
H 1.795 3.829 2.698 -0.1 0.0 0.0 0.11
H 1.873 5.855 4.114 0.0 -0.1 0.0 0.11
H 0.579 5.945 6.222 0.0 -0.1 0.0 0.11
H -0.755 3.986 6.934 0.0 0.0 0.0 0.11
H -0.792 1.945 5.544 0.0 0.1 0.0 0.12
H 1.839 0.897 5.360 0.0 0.0 0.0 0.13
H 2.328 -1.408 6.174 0.0 0.0 -0.1 0.12
H 1.390 -3.353 4.916 0.0 0.1 0.0 0.12
H -0.039 -2.896 2.930 0.0 0.1 0.0 0.13
Cl -0.985 -4.162 -0.555 -0.2 0.3 0.0 0.73
C -0.339 -3.611 -2.078 0.0 0.3 -0.2 -0.65
C 0.331 -4.565 -2.825 0.0 -0.1 0.0 -0.11
C 0.867 -4.225 -4.058 0.0 -0.1 -0.1 -0.06
C 0.738 -2.934 -4.538 0.0 0.1 -0.1 -0.06
C 0.065 -1.983 -3.786 0.0 -0.1 0.0 -0.06
C -0.496 -2.294 -2.546 0.0 -0.3 0.1 -0.35
P -1.347 -0.948 -1.638 -0.3 -0.2 0.1 1.07
C -0.660 0.588 -2.308 0.0 0.0 -0.1 -0.37
C -1.166 1.169 -3.472 0.0 0.0 0.0 -0.09
C -0.610 2.340 -3.964 -0.1 0.0 0.0 -0.06
C 0.455 2.934 -3.299 0.1 0.1 0.0 -0.06
C 0.970 2.354 -2.150 0.1 0.0 0.0 -0.06
C 0.417 1.184 -1.653 0.0 -0.1 0.0 -0.10
C -3.073 -1.030 -2.208 -0.1 -0.2 0.0 -0.35
C -3.901 0.095 -2.216 0.0 -0.1 0.1 -0.11
C -5.244 -0.029 -2.546 0.0 0.0 0.0 -0.06
C -5.778 -1.273 -2.859 0.0 0.0 0.0 -0.07
C -4.962 -2.396 -2.859 0.0 0.0 0.0 -0.07
C -3.617 -2.277 -2.537 0.1 0.1 -0.1 -0.10
H 0.438 -5.570 -2.433 0.0 0.1 0.0 0.11
H 1.395 -4.973 -4.638 0.0 0.0 0.1 0.12
H 1.181 -2.655 -5.489 -0.1 0.0 0.1 0.12
H 0.008 -0.969 -4.158 0.0 -0.1 0.0 0.11
H -1.995 0.708 -3.994 0.0 0.0 0.0 0.11
H -1.009 2.788 -4.866 0.0 0.0 0.0 0.11
H 0.890 3.848 -3.689 0.0 -0.1 0.0 0.11
H 1.811 2.803 -1.637 0.0 0.0 0.0 0.10
H 0.847 0.725 -0.768 0.0 0.1 -0.1 0.08
H -3.498 1.065 -1.964 0.0 0.0 0.0 0.07
H -5.875 0.852 -2.560 0.0 -0.1 0.0 0.11
H -6.827 -1.365 -3.110 0.0 0.0 0.0 0.11
H -5.372 -3.368 -3.112 0.1 0.1 0.0 0.11
H -2.984 -3.158 -2.566 0.0 0.0 0.0 0.09
C 4.903 4.992 -1.524 0.0 -0.1 0.0 -0.04
C 4.790 3.532 -1.893 -0.1 0.1 0.0 -0.27
C 4.657 3.147 -3.229 0.0 0.1 0.0 -0.04
C 4.539 1.815 -3.583 0.0 -0.1 0.1 -0.05
C 4.567 0.840 -2.588 -0.1 0.2 0.0 -0.28
C 4.691 1.197 -1.254 -0.1 0.0 -0.1 -0.05
C 4.794 2.541 -0.916 0.0 0.1 0.0 -0.04
S 4.638 -0.840 -3.139 0.0 -0.2 0.0 0.61
O 6.023 -1.087 -3.391 0.0 0.0 -0.1 -0.26
O 3.652 -1.027 -4.166 0.0 0.0 -0.1 -0.29
N 4.185 -1.781 -1.890 -0.6 0.1 0.2 -0.13
C 2.800 -2.323 -1.757 0.7 0.2 0.3 -0.17
C 2.647 -2.797 -0.306 -0.1 -0.2 0.0 -0.07
C 1.950 -1.794 0.596 -0.1 0.5 -0.1 -0.59
O 2.498 -1.316 1.582 -0.4 -0.1 -0.4 0.05
O 0.733 -1.520 0.157 0.7 0.0 0.6 -0.26
H 3.929 5.486 -1.588 0.0 0.0 0.0 0.08
H 5.579 5.517 -2.200 0.0 0.0 0.0 0.08
H 5.272 5.116 -0.505 0.0 0.0 0.0 0.08
H 4.655 3.908 -4.004 0.0 0.0 0.0 0.12
H 4.444 1.519 -4.624 0.0 0.0 0.1 0.12
H 4.715 0.451 -0.467 0.0 0.1 0.0 0.11
H 4.892 2.821 0.129 0.0 0.0 -0.1 0.12
H 4.622 -1.501 -1.019 0.0 -0.3 -0.1 0.09
H 2.693 -3.146 -2.457 0.1 0.0 0.0 0.10
H 2.029 -1.599 -2.003 0.1 0.3 0.0 0.10
H 3.628 -3.030 0.107 -0.1 -0.1 0.1 0.12
H 2.036 -3.702 -0.271 0.1 0.0 -0.1 0.11
N -3.964 -1.535 4.119 -0.1 -0.1 -0.1 0.15
C -2.876 -1.018 3.519 0.0 -0.1 0.1 -0.16
N -2.718 -1.472 2.300 -0.2 -0.2 -0.2 0.03
C -3.809 -2.329 2.062 0.2 0.2 0.0 -0.19
C -4.192 -3.040 0.927 0.1 0.0 0.0 -0.01
C -5.332 -3.811 1.007 0.0 0.0 0.0 -0.06
C -6.097 -3.876 2.185 0.0 0.0 0.0 -0.07
C -5.744 -3.157 3.309 0.0 0.0 0.0 0.00
C -4.590 -2.384 3.213 0.1 0.1 0.2 -0.18
H -4.269 -1.326 5.053 0.0 0.0 0.1 0.17
H -2.211 -0.318 4.009 -0.1 -0.1 -0.1 0.13
H -3.622 -2.975 0.012 0.1 0.0 -0.1 0.07
H -5.650 -4.380 0.140 0.0 0.1 0.1 0.11
H -6.987 -4.491 2.206 0.1 0.0 0.0 0.11
H -6.340 -3.186 4.214 0.1 0.0 -0.1 0.12


Record 3
10
Properties=species:S:1:pos:R:3:forces:R:3:nbo_charge:R:1 method="wB97M-V/def2-TZVPD" smiles="C=PS.N" multiplicity=1 fmax_ev_per_a=4.234 e_above_lowest_kcal_mol=31.8 total_energy_ha=-835.9515 charge=0 homo_lumo_gap_ev=9.00 lumo_ev=0.09
C 2.787 -1.707 0.721 -2.8 -0.2 -3.2 -0.84
P 2.114 -0.590 -0.362 0.6 -1.5 1.3 0.57
S 3.059 1.178 0.219 0.0 0.4 0.0 -0.30
H 3.459 -1.593 1.460 2.3 1.1 2.4 0.20
H 2.504 -2.765 0.692 -0.3 0.4 -0.6 0.23
H 2.228 1.977 -0.476 0.1 -0.1 0.0 0.14
N -2.420 0.758 0.593 1.4 1.2 -0.8 -1.06
H -3.233 0.640 0.018 -0.5 -0.7 -0.4 0.35
H -1.590 0.495 -0.020 -1.4 0.5 1.0 0.36
H -2.433 1.803 0.641 0.6 -1.0 0.2 0.35


Record 4
14
Properties=species:S:1:pos:R:3:forces:R:3:nbo_charge:R:1 method="wB97M-V/def2-TZVPD" multiplicity=2 fmax_ev_per_a=2.470 e_above_lowest_kcal_mol=35.5 total_energy_ha=-229.0846 charge=0 homo_lumo_gap_ev="6.33 / 10.39" lumo_ev="1.13 / 1.09"
C -0.165 0.713 -1.770 -1.8 -0.7 -1.3 -0.26
N 1.148 1.014 -1.637 0.9 0.9 0.2 -0.84
H -0.462 -0.274 -2.133 0.3 0.4 0.3 0.16
H -0.962 1.451 -1.725 0.6 0.1 0.1 0.17
H 1.440 1.977 -1.641 0.1 -0.2 0.0 0.38
H 1.862 0.316 -1.567 -0.1 0.0 0.0 0.38
C -0.176 0.299 1.738 -0.4 0.5 -1.1 -0.46
C -0.558 -1.750 0.735 0.1 -1.0 -1.5 -0.07
N -0.370 -0.519 0.528 -0.1 -1.2 2.2 -0.36
H -1.189 0.523 2.084 0.2 0.4 0.2 0.20
H 0.320 1.203 1.369 -0.1 0.0 0.5 0.21
H 0.389 -0.148 2.551 0.1 -0.3 0.0 0.18
H -0.741 -2.386 -0.137 -0.1 0.3 -0.3 0.15
H -0.534 -2.419 1.605 0.1 1.0 0.7 0.14